# 1
This record from the Open Molecules 2025 dataset describes 2 unconnected molecules or ions with the total composition C38H34O4P at a distorted geometry. The level of theory is ωB97M-V/def2-TZVPD.

```
77
Properties=species:S:1:pos:R:3
C -3.389 0.711 -2.764
C -2.760 -0.468 -2.076
O -1.375 -0.148 -1.824
C -0.684 -1.251 -1.427
C 0.689 -0.958 -1.052
P 1.653 -2.355 -0.645
C 2.108 -3.589 -1.889
C 3.354 -4.240 -1.806
C 3.713 -5.205 -2.748
C 2.844 -5.518 -3.797
C 1.600 -4.884 -3.882
C 1.223 -3.940 -2.923
C 3.219 -1.702 -0.030
C 3.565 -1.767 1.327
C 4.702 -1.100 1.782
C 5.511 -0.396 0.888
C 5.188 -0.363 -0.472
C 4.045 -1.017 -0.934
C 0.824 -3.234 0.699
C 0.634 -4.625 0.669
C -0.075 -5.252 1.697
C -0.593 -4.500 2.756
C -0.410 -3.114 2.785
C 0.291 -2.481 1.755
O -1.221 -2.374 -1.415
H -4.465 0.549 -2.821
H -3.200 1.646 -2.230
H -3.010 0.804 -3.785
H -3.253 -0.674 -1.116
H -2.833 -1.359 -2.712
H 1.146 -0.077 -1.490
H 4.043 -3.988 -0.999
H 4.677 -5.708 -2.658
H 3.135 -6.256 -4.544
H 0.912 -5.127 -4.694
H 0.237 -3.477 -2.959
H 2.946 -2.339 2.018
H 4.950 -1.131 2.843
H 6.394 0.131 1.247
H 5.820 0.173 -1.181
H 3.788 -0.989 -1.995
H 1.027 -5.209 -0.165
H -0.226 -6.331 1.660
H -1.146 -4.991 3.557
H -0.811 -2.513 3.603
H 0.418 -1.397 1.764
C -7.063 5.285 2.880
O -6.390 4.035 3.151
C -5.148 3.822 2.643
C -4.545 2.575 2.940
C -3.293 2.274 2.444
C -2.583 3.193 1.626
C -1.294 2.877 1.065
O -0.784 3.883 0.305
C 0.479 3.775 -0.239
C 1.238 2.595 -0.074
C 2.564 2.616 -0.585
C 3.033 3.716 -1.287
C 2.228 4.855 -1.451
C 0.952 4.898 -0.907
C 0.617 1.500 0.563
C -0.599 1.680 1.210
C -3.188 4.444 1.366
C -4.444 4.761 1.849
H -8.016 5.176 3.398
H -6.504 6.139 3.289
H -7.230 5.426 1.802
H -5.100 1.873 3.558
H -2.834 1.317 2.678
H 3.194 1.745 -0.398
H 4.038 3.702 -1.707
H 2.606 5.713 -2.006
H 0.319 5.779 -0.985
H 1.154 0.556 0.649
H -1.045 0.897 1.822
H -2.678 5.192 0.766
H -4.888 5.731 1.614
```

The highest occupied orbital energy comes out at -0.3681 Ha. Its frontier orbital gap is 5.67 eV. For the total energy, the calculation gives -2110.5156 Eh. As for the charge: +1.

Atom charges from the Löwdin analysis, given in e for atoms 1 to 2: -0.08, -0.24

# 2
This record from the Open Molecules 2025 dataset describes 2 unconnected molecules or ions with the total composition C3H4Cl3NO3 at a distorted geometry. The level of theory is ωB97M-V/def2-TZVPD.

```
14
Properties=species:S:1:pos:R:3
C -1.731 1.878 0.081
C -0.288 1.455 0.369
Cl 0.935 2.668 0.313
N 0.138 0.403 0.969
O 1.166 -0.128 1.199
Cl -1.381 -0.907 1.156
H -1.940 1.676 -0.934
H -1.604 2.923 0.305
H -2.462 1.481 0.685
O 1.765 -1.268 -1.735
C 1.371 -2.242 -1.169
O 1.414 -2.507 0.134
Cl 0.904 -3.618 -2.085
H 1.711 -1.812 0.712
```

The highest occupied orbital energy comes out at -0.3729 Ha. Its frontier orbital gap is 8.69 eV. For the total energy, the calculation gives -1777.6543 Eh. Its energy relative to the best compared isomer or geometry (same formula, charge and spin) is 11.17 kJ/mol. As for the charge: 0.

Atom charges from the Löwdin analysis, given in e for atoms 1 to 2: -0.08, -0.70

# 3
This record from the Open Molecules 2025 dataset describes 19 unconnected molecules or ions with the total composition C44H43BrCl54F4O4 at a distorted geometry. The level of theory is ωB97M-V/def2-TZVPD.

```
150
Properties=species:S:1:pos:R:3
C -3.991 1.242 -2.634
C -2.990 0.271 -2.007
C -3.597 -0.335 -0.725
O -4.118 0.707 0.093
C -3.391 0.922 1.289
C -1.933 1.293 1.062
C -0.928 0.374 1.361
Br -1.399 -1.350 2.067
C 0.440 0.660 1.209
C 1.425 -0.413 1.604
C 1.565 -1.464 0.477
C 1.905 -0.853 -0.856
C 0.968 -0.634 -1.853
C 1.307 -0.058 -3.073
C 2.618 0.344 -3.355
C 3.564 0.115 -2.351
C 3.209 -0.466 -1.152
C 0.806 1.921 0.722
C 2.281 2.239 0.616
C 2.740 3.233 1.711
O 3.512 4.328 1.263
C -0.196 2.855 0.400
C -1.562 2.548 0.565
C -2.610 3.574 0.262
O -3.794 3.335 0.254
C -2.197 4.966 -0.069
C -3.257 6.030 -0.234
F -2.691 7.279 -0.198
F -4.176 5.970 0.750
C -3.984 5.948 -1.611
F -5.115 5.223 -1.513
F -3.189 5.327 -2.509
C -0.912 5.247 -0.245
C 0.145 4.221 -0.107
O 1.260 4.557 -0.445
H -4.171 2.122 -2.019
H -4.951 0.729 -2.735
H -3.644 1.596 -3.607
H -2.835 -0.544 -2.720
H -2.050 0.749 -1.717
H -4.426 -0.977 -1.048
H -2.885 -0.978 -0.205
H -3.517 0.076 1.961
H -3.866 1.774 1.776
H 2.436 -0.052 1.788
H 1.099 -0.896 2.523
H 2.340 -2.195 0.718
H 0.623 -1.995 0.338
H -0.073 -0.917 -1.717
H 0.515 0.053 -3.795
H 2.930 0.791 -4.278
H 4.593 0.408 -2.525
H 3.986 -0.630 -0.408
H 2.909 1.362 0.694
H 2.471 2.658 -0.371
H 3.350 2.708 2.454
H 1.865 3.619 2.249
H 3.606 4.324 0.308
H -4.253 6.954 -1.939
H -0.615 6.257 -0.498
C -4.837 8.887 1.979
Cl -4.394 10.590 2.136
Cl -4.976 8.128 3.564
Cl -6.336 8.715 1.069
H -4.051 8.384 1.434
C 3.922 -4.563 -1.255
Cl 3.010 -3.195 -1.885
Cl 4.809 -5.390 -2.539
Cl 5.030 -4.028 0.019
H 3.226 -5.268 -0.819
C 0.232 -5.573 2.555
Cl 0.728 -4.646 1.143
Cl 1.621 -5.890 3.586
Cl -1.028 -4.724 3.460
H -0.180 -6.516 2.219
C 3.727 -2.780 5.921
Cl 3.175 -2.729 4.246
Cl 2.504 -2.069 6.969
Cl 4.098 -4.436 6.408
H 4.632 -2.192 6.002
C -1.701 -1.230 7.100
Cl -2.630 0.071 6.361
Cl -0.857 -2.173 5.875
Cl -0.555 -0.583 8.282
H -2.388 -1.885 7.620
C 0.727 3.455 -5.761
Cl 0.367 3.540 -7.489
Cl -0.595 4.125 -4.812
Cl 1.066 1.800 -5.258
H 1.612 4.050 -5.575
C 2.009 -5.170 -5.473
Cl 3.542 -5.810 -6.081
Cl 1.401 -6.159 -4.145
Cl 2.185 -3.491 -4.971
H 1.289 -5.208 -6.279
C 4.747 -0.189 -7.003
Cl 5.151 1.519 -7.187
Cl 4.186 -0.517 -5.355
Cl 3.524 -0.670 -8.175
H 5.640 -0.768 -7.187
C 1.444 -1.299 11.456
Cl 2.948 -2.032 10.901
Cl 0.863 -2.089 12.922
Cl 1.649 0.435 11.721
H 0.698 -1.436 10.683
C -3.340 10.262 -1.909
Cl -3.743 11.958 -1.669
Cl -4.744 9.364 -2.502
Cl -1.982 10.090 -3.022
H -3.050 9.842 -0.954
C -1.929 -7.155 -2.364
Cl -2.861 -5.754 -2.894
Cl -1.154 -7.968 -3.718
Cl -0.705 -6.658 -1.187
H -2.609 -7.850 -1.889
C 4.331 3.783 5.199
Cl 4.857 4.319 6.798
Cl 5.633 3.936 4.026
Cl 3.744 2.117 5.278
H 3.513 4.417 4.880
C -5.982 -3.267 -3.689
Cl -6.932 -1.854 -4.152
Cl -5.250 -4.016 -5.105
Cl -4.749 -2.826 -2.504
H -6.648 -3.988 -3.232
C -2.611 1.990 10.392
Cl -4.075 1.126 9.909
Cl -1.430 0.883 11.091
Cl -1.920 2.858 9.020
H -2.881 2.715 11.148
C 7.279 1.588 7.810
Cl 7.814 2.108 9.408
Cl 8.581 1.744 6.632
Cl 6.676 -0.071 7.862
H 6.467 2.233 7.501
C 0.673 -11.973 -3.604
Cl 1.176 -10.289 -3.737
Cl 0.251 -12.369 -1.937
Cl -0.680 -12.308 -4.686
H 1.504 -12.599 -3.899
C 6.534 -1.523 -10.930
Cl 7.484 -0.038 -10.929
Cl 6.413 -2.185 -9.296
Cl 4.936 -1.242 -11.616
H 7.043 -2.251 -11.547
C -8.665 -6.706 -5.896
Cl -7.197 -7.348 -6.633
Cl -9.158 -7.695 -4.521
Cl -8.435 -5.027 -5.409
H -9.456 -6.736 -6.635
```

The highest occupied orbital energy comes out at -0.3296 Ha. Its frontier orbital gap is 7.48 eV. For the total energy, the calculation gives -29827.0879 Eh. As for the charge: 0.

Atom charges from the Löwdin analysis, given in e for atoms 1 to 2: -0.08, -0.22

# 4
This record from the Open Molecules 2025 dataset describes a single C3H5NS molecule at a distorted geometry. The level of theory is ωB97M-V/def2-TZVPD.

```
10
Properties=species:S:1:pos:R:3
C 0.017 -0.742 0.091
C 1.296 -1.088 0.020
C -0.352 0.715 0.263
N 0.701 1.628 -0.008
S 2.560 0.081 0.028
H -0.782 -1.465 0.112
H 1.617 -2.112 -0.060
H -1.217 0.926 -0.384
H -0.655 0.856 1.312
H 0.825 1.768 -1.012
```

The highest occupied orbital energy (spin up / spin down) comes out at -0.3065 / -0.3065 Ha. Its frontier orbital gap (spin up / spin down) is 7.08 / 7.08 eV. For the total energy, the calculation gives -570.1443 Eh. Its energy relative to the best compared isomer or geometry (same formula, charge and spin) is 236.89 kJ/mol. As for the charge: 0.

Atom charges from the Löwdin analysis, given in e for atoms 1 to 2: -0.20, -0.60

# 5
This record from the Open Molecules 2025 dataset describes a single C5H11Cl molecule at a distorted geometry. The level of theory is ωB97M-V/def2-TZVPD.

```
17
Properties=species:S:1:pos:R:3
C -0.457 1.706 0.692
C 0.080 0.584 -0.207
C 1.607 0.377 -0.086
C -0.758 -0.640 0.170
C -0.590 -1.916 -0.709
Cl -0.611 -1.080 1.895
H -1.532 1.732 0.746
H -0.059 2.666 0.344
H -0.054 1.511 1.667
H -0.160 0.782 -1.222
H 2.012 -0.297 -0.815
H 1.957 1.360 -0.392
H 2.013 0.164 0.886
H -1.754 -0.287 0.045
H -1.113 -1.717 -1.685
H 0.491 -2.126 -1.024
H -1.073 -2.818 -0.305
```

The highest occupied orbital energy comes out at -0.3844 Ha. Its frontier orbital gap is 11.45 eV. For the total energy, the calculation gives -657.2940 Eh. Its energy relative to the best compared isomer or geometry (same formula, charge and spin) is 15.66 kJ/mol. As for the charge: 0.

Atom charges from the Löwdin analysis, given in e for atoms 1 to 2: -0.10, -0.45

# 6
This record from the Open Molecules 2025 dataset describes 2 unconnected molecules or ions with the total composition C3H9N2O at a distorted geometry. The level of theory is ωB97M-V/def2-TZVPD.

```
15
Properties=species:S:1:pos:R:3
C 0.161 -0.690 2.450
C -0.080 -0.085 1.290
C 0.918 -0.215 0.218
N 2.125 -0.540 0.210
N -1.797 0.892 -2.107
O 0.605 0.383 -1.303
H -0.365 -0.503 3.341
H 0.922 -1.324 2.730
H -0.964 0.478 1.170
H 2.560 -0.839 -0.634
H 2.610 -0.850 1.114
H -1.938 1.865 -2.331
H -2.543 0.358 -1.664
H -1.854 0.386 -2.977
H -0.360 0.687 -1.507
```

The highest occupied orbital energy comes out at -0.5414 Ha. Its frontier orbital gap is 9.64 eV. For the total energy, the calculation gives -304.1328 Eh. Its energy relative to the best compared isomer or geometry (same formula, charge and spin) is 308.58 kJ/mol. As for the charge: +1.

Atom charges from the Löwdin analysis, given in e for atoms 1 to 2: 0.13, -0.04

# 7
This record from the Open Molecules 2025 dataset describes 2 unconnected molecules or ions with the total composition C9H14N2O at a distorted geometry. The level of theory is ωB97M-V/def2-TZVPD.

```
26
Properties=species:S:1:pos:R:3
C 1.598 -1.026 -0.125
C 2.043 1.307 -0.117
C 2.978 -1.264 0.109
C 3.377 1.089 0.265
C 1.142 0.270 -0.376
C -2.351 -1.044 -1.052
C -1.637 -0.589 1.366
C -2.708 1.210 0.065
C -2.079 -0.081 0.069
N 3.766 -0.225 0.330
N -0.159 0.621 -0.807
O -0.265 1.531 -1.611
H 1.020 -1.767 -0.484
H 1.698 2.343 -0.220
H 3.317 -2.212 0.254
H 4.157 1.803 0.347
H -2.404 -0.618 -2.016
H -1.534 -1.869 -0.914
H -3.306 -1.515 -0.926
H -1.841 -0.101 2.241
H -0.639 -0.817 1.189
H -2.272 -1.544 1.452
H -1.969 2.105 0.195
H -3.211 1.415 -0.912
H -3.334 1.401 0.936
H 4.612 -0.425 0.740
```

The highest occupied orbital energy (spin up / spin down) comes out at -0.6762 / -0.6762 Ha. Its frontier orbital gap (spin up / spin down) is 8.39 / 8.39 eV. For the total energy, the calculation gives -535.2950 Eh. Its energy relative to the best compared isomer or geometry (same formula, charge and spin) is 121.25 kJ/mol. As for the charge: +2.

Atom charges from the Löwdin analysis, given in e for atoms 1 to 2: 0.09, 0.08

# 8
This record from the Open Molecules 2025 dataset describes 3 unconnected molecules or ions with the total composition C20H41BF5NO9PS3. The level of theory is ωB97M-V/def2-TZVPD.

```
81
Properties=species:S:1:pos:R:3
C 5.561 4.040 0.271
C 6.103 2.941 1.185
C 6.605 1.710 0.422
C 5.452 0.778 0.108
O 5.900 -0.259 -0.754
C 4.984 -0.765 -1.680
S 5.870 -2.243 -2.384
O 3.832 -1.242 -1.168
B 2.622 -0.384 -1.519
C 1.525 -1.204 -2.395
C 0.833 -0.404 -3.511
C 0.200 0.894 -3.020
C -0.504 1.697 -4.085
F 0.088 1.603 -5.292
F -0.503 3.021 -3.759
C -2.006 1.320 -4.291
F -2.800 2.071 -3.519
F -2.394 1.483 -5.558
F -2.240 0.039 -3.963
C 2.009 0.279 -0.159
S 1.293 -0.959 0.987
C -0.482 -0.852 0.625
C -1.144 -2.217 0.397
O 3.290 0.715 -2.360
C 4.531 0.339 -2.731
O 5.502 1.404 -2.705
N 4.937 2.683 -2.945
O 5.798 3.462 -3.059
P 4.531 -0.126 -4.551
O 6.077 -0.425 -4.916
O 3.787 -1.528 -4.673
S 3.791 1.242 -5.701
H 4.905 4.724 0.815
H 4.967 3.616 -0.542
H 6.367 4.630 -0.171
H 5.304 2.630 1.867
H 6.906 3.339 1.811
H 7.082 1.995 -0.520
H 7.333 1.178 1.040
H 4.624 1.333 -0.337
H 5.080 0.322 1.033
H 6.974 -1.601 -2.787
H 0.754 -1.628 -1.740
H 1.996 -2.064 -2.883
H 0.049 -1.029 -3.956
H 1.532 -0.169 -4.315
H -0.533 0.693 -2.232
H 0.955 1.558 -2.595
H 1.235 1.033 -0.333
H 2.772 0.772 0.442
H -0.601 -0.224 -0.256
H -0.978 -0.337 1.452
H -1.497 -2.644 1.338
H -0.428 -2.912 -0.042
H -1.991 -2.119 -0.287
H 6.284 0.149 -5.670
H 4.382 -2.254 -4.414
C -3.968 -1.995 3.929
C -4.634 -2.932 2.934
C -6.058 -3.276 3.340
O -3.863 -4.124 2.781
H -3.913 -2.465 4.915
H -2.951 -1.768 3.610
H -4.520 -1.058 4.030
H -4.638 -2.467 1.947
H -6.066 -3.786 4.308
H -6.517 -3.942 2.609
H -6.672 -2.378 3.424
H -3.828 -4.556 3.642
C -8.067 0.206 3.585
C -7.789 0.160 5.079
C -9.067 0.269 5.897
O -6.858 1.171 5.456
H -8.533 1.158 3.314
H -7.138 0.117 3.022
H -8.737 -0.599 3.283
H -7.285 -0.778 5.324
H -9.562 1.223 5.695
H -8.843 0.222 6.963
H -9.764 -0.533 5.650
H -7.250 2.028 5.253
```

The highest occupied orbital energy comes out at -0.1827 Ha. Its frontier orbital gap is 6.94 eV. For the total energy, the calculation gives -3578.8537 Eh. As for the charge: -1.

Atom charges from the Löwdin analysis, given in e for atoms 1 to 2: -0.11, -0.25